Density functional theory data (the ωB97M-V functional and the def2-TZVPD basis) for C25H21Cl5N4O5S2SiSr as an isolated structure.

The geometry in XYZ format:
```
64
Properties=species:S:1:pos:R:3:lowdin_charge:R:1
Sr -0.773 0.651 0.411 1.315
O -1.611 5.860 4.272 0.042
C -1.679 4.732 3.501 -0.295
C -2.089 4.784 2.174 0.034
C -2.108 3.606 1.451 -0.232
N -1.764 2.443 1.991 0.038
C -1.383 2.392 3.266 -0.182
C -1.322 3.516 4.070 0.059
C -0.962 1.001 3.767 -0.650
O -1.004 0.809 4.983 -0.001
O -0.610 0.206 2.844 -0.197
C -2.470 3.568 -0.045 -0.671
O -3.021 4.572 -0.507 -0.016
O -2.145 2.497 -0.634 -0.180
H -1.861 6.610 3.719 0.097
H -2.376 5.706 1.681 0.119
H -1.006 3.432 5.099 0.124
C 0.152 -5.150 -2.062 -0.218
Si -1.674 -5.078 -1.654 0.497
C -2.542 -5.867 -3.141 -0.200
C -2.015 -6.168 -0.159 -0.183
C -2.476 -3.405 -1.378 -0.271
C -3.802 -3.231 -1.734 -0.116
C -4.451 -2.009 -1.559 -0.100
C -3.713 -0.975 -1.025 -0.159
N -2.448 -1.107 -0.632 -0.091
C -1.808 -2.296 -0.766 -0.804
S -0.214 -2.402 -0.137 0.501
H 0.411 -6.166 -2.382 0.021
H 0.754 -4.874 -1.202 -0.011
H 0.401 -4.463 -2.873 0.029
H -2.129 -6.864 -3.320 0.019
H -2.378 -5.269 -4.040 0.030
H -3.620 -5.977 -3.003 0.012
H -1.633 -7.182 -0.306 0.019
H -3.088 -6.230 0.041 0.023
H -1.533 -5.741 0.722 0.028
H -4.352 -4.054 -2.181 0.083
H -5.483 -1.863 -1.849 0.084
H -4.140 0.015 -0.899 0.109
C 3.116 -0.631 1.007 -0.034
N 3.912 0.560 1.253 -0.104
C 4.222 1.537 0.322 -0.060
C 4.858 2.531 0.967 -0.081
N 4.930 2.143 2.297 0.047
C 4.366 0.919 2.480 -0.868
S 4.257 0.061 3.910 0.501
H 2.824 -0.651 -0.041 0.065
H 2.222 -0.613 1.632 0.083
H 3.689 -1.522 1.260 0.087
H 3.926 1.450 -0.707 0.103
H 5.218 3.479 0.611 0.105
H 5.283 2.677 3.068 0.133
Cl 1.555 -0.524 -2.847 0.616
C 1.954 1.124 -2.396 -0.741
C 1.369 1.644 -1.252 -0.231
C 1.715 2.957 -0.975 -0.730
Cl 1.047 3.689 0.466 0.706
C 2.600 3.713 -1.738 -0.725
Cl 3.021 5.337 -1.299 0.627
C 3.178 3.133 -2.865 -0.723
Cl 4.291 4.035 -3.839 0.622
C 2.846 1.825 -3.207 -0.725
Cl 3.563 1.099 -4.611 0.620
```

Calculated values
- Electronic energy: -135468.7495 eV
- Kohn-Sham gap: 0.2374 Ha
- Spin multiplicity: 1
- Total charge: -2
- Energy relative to the best compared isomer or geometry (same formula, charge and spin): 42.5 kJ/mol